(1)
{
  "formula": "C23H54NO7S2",
  "method": "ωB97M-V with the def2-TZVPD basis set",
  "homo_energy_ev": -2.88,
  "total_energy_ev": -62214.1202,
  "total_charge": -1,
  "gap_ev": 5.24,
  "symbols": ["S", "S", "O", "O", "O", "O", "O", "O", "O", "N", "C", "C", "C", "C", "C", "C", "C", "C", "C", "C", "C", "C", "C", "C", "C", "C", "C", "C", "C", "C", "C", "C", "C", "H", "H", "H", "H", "H", "H", "H", "H", "H", "H", "H", "H", "H", "H", "H", "H", "H", "H", "H", "H", "H", "H", "H", "H", "H", "H", "H", "H", "H", "H", "H", "H", "H", "H", "H", "H", "H", "H", "H", "H", "H", "H", "H", "H", "H", "H", "H", "H", "H", "H", "H", "H", "H", "H"],
  "xyz": [[2.9563, 2.8764, 2.1052], [-0.2620, 5.1992, 1.0686], [-5.0939, -3.8750, -2.8166], [-0.6060, 6.4824, 1.8219], [-5.4071, -0.1425, -6.4314], [-0.5647, 5.4375, -0.3873], [3.4298, -0.6079, 3.6633], [8.1353, 0.9951, 6.1925], [-1.7057, -0.1093, -1.6237], [0.5690, 2.4254, 0.4806], [1.5728, 2.3540, 1.3048], [-1.1575, 3.7607, 1.8062], [-0.7138, 2.3246, 1.2601], [10.5556, 1.3089, 6.4978], [-7.0780, -3.2310, -4.1223], [7.8691, 2.2915, 5.6711], [9.4263, 0.4655, 5.9329], [3.6545, 0.1825, 4.8210], [0.3459, 0.5586, -2.8068], [-5.0272, 1.4430, -4.5868], [-5.5757, -3.4275, -1.5572], [1.5386, -1.8928, 4.5670], [2.8941, -1.9040, 3.8830], [-3.8536, 0.9542, -7.9916], [-4.6629, 0.1269, -5.2494], [7.9810, 2.3733, 4.1594], [4.6320, -0.4408, 5.8021], [-0.2823, -0.1332, -1.6110], [-6.0757, -4.3087, -3.7485], [-2.3330, -0.7352, -2.7304], [-5.2764, 0.8035, -7.4834], [-2.0069, -2.2114, -2.8630], [-6.3457, -4.4864, -0.7885], [4.8002, 0.2287, 6.6495], [1.4353, 0.5464, -2.7233], [-2.2821, -2.7474, -1.9508], [10.5825, 2.3053, 6.0520], [10.4350, 1.4371, 7.5769], [-3.4115, -0.6276, -2.5759], [-6.5810, -5.2063, -3.3745], [-5.6910, 1.7699, -7.1763], [-0.9893, 3.8062, 2.9411], [-2.0993, -0.1933, -3.6530], [-4.8172, 2.2973, -5.2339], [-7.7799, -3.6077, -4.8705], [-3.8205, 1.6605, -8.8250], [4.2651, -1.3917, 6.1957], [-4.8823, -0.6886, -4.5537], [9.5574, 0.2965, 4.8595], [-3.4648, -0.0092, -8.3321], [-3.1801, 1.3219, -7.2156], [-7.6573, -2.8958, -3.2598], [2.7032, 0.4217, 5.3065], [0.8217, -1.3072, 3.9857], [7.3049, 1.6564, 3.6861], [8.9912, 2.1474, 3.8121], [0.0773, -1.1644, -1.5151], [-6.6523, -4.1010, 0.1869], [-2.5517, -2.6475, -3.7042], [1.1570, -2.9120, 4.6716], [-3.5903, 0.0717, -5.4577], [-1.5191, 2.0228, 0.5079], [-6.5654, -2.3563, -4.5313], [-4.6952, -3.1408, -0.9751], [8.5130, 3.0334, 6.1565], [-6.1708, -2.5173, -1.6813], [-4.4573, 1.5754, -3.6640], [5.5908, -0.6375, 5.3146], [-5.9077, 0.4445, -8.3004], [3.6117, -2.5214, 4.4361], [0.0772, 0.0726, -3.7481], [0.0280, 0.3854, -0.7019], [-0.9411, -2.3804, -3.0314], [6.8450, 2.5362, 5.9632], [2.7889, -2.3646, 2.8974], [11.5200, 0.8314, 6.3066], [4.0661, 1.1329, 4.4703], [1.5885, -1.4509, 5.5641], [9.4546, -0.5213, 6.4043], [-2.2790, 3.8704, 1.6402], [0.0098, 1.5971, -2.8674], [-5.5335, -4.6138, -4.6471], [-7.2458, -4.8028, -1.3203], [-6.0940, 1.4690, -4.3477], [7.7254, 3.3776, 3.8132], [1.1047, 5.0083, 1.2361], [-5.7270, -5.3750, -0.6364]],
  "lowdin_charge": [0.51, 0.71, -0.17, -0.48, -0.17, -0.44, -0.17, -0.17, -0.16, -0.08, -0.68, -0.34, -0.32, -0.09, -0.07, -0.28, -0.28, -0.29, -0.08, -0.07, -0.28, -0.08, -0.28, -0.08, -0.28, -0.07, -0.08, -0.27, -0.28, -0.29, -0.28, -0.07, -0.08, 0.08, 0.08, 0.08, 0.06, 0.08, 0.11, 0.10, 0.11, 0.08, 0.09, 0.07, 0.08, 0.08, 0.06, 0.10, 0.11, 0.08, 0.07, 0.07, 0.11, 0.09, 0.08, 0.06, 0.11, 0.08, 0.07, 0.07, 0.10, 0.02, 0.07, 0.12, 0.10, 0.11, 0.08, 0.08, 0.12, 0.10, 0.06, 0.09, 0.07, 0.12, 0.12, 0.07, 0.09, 0.06, 0.12, 0.10, 0.08, 0.12, 0.06, 0.08, 0.08, 0.04, 0.08]
}

=====

(2)
{
  "formula": "C23H55ClN17O14PS",
  "method": "ωB97M-V with the def2-TZVPD basis set",
  "homo_energy_ev": -8.15,
  "smiles": "CCCN[C@@]1(CCCOC)OS(=O)(=O)O[C@@]1(c1ccccc1)P(O)Cl.NC(N)=O.NC(N)=O.NC(N)=O.NC(N)=O.NC(N)=O.NC(N)=O.NC(N)=O.NC(N)=O",
  "total_energy_ev": -111386.3026,
  "gap_ev": 8.38,
  "symbols": ["Cl", "S", "P", "O", "O", "O", "O", "O", "O", "O", "O", "O", "O", "O", "O", "O", "O", "N", "N", "N", "N", "N", "N", "N", "N", "N", "N", "N", "N", "N", "N", "N", "N", "N", "C", "C", "C", "C", "C", "C", "C", "C", "C", "C", "C", "C", "C", "C", "C", "C", "C", "C", "C", "C", "C", "C", "C", "H", "H", "H", "H", "H", "H", "H", "H", "H", "H", "H", "H", "H", "H", "H", "H", "H", "H", "H", "H", "H", "H", "H", "H", "H", "H", "H", "H", "H", "H", "H", "H", "H", "H", "H", "H", "H", "H", "H", "H", "H", "H", "H", "H", "H", "H", "H", "H", "H", "H", "H", "H", "H", "H", "H"],
  "xyz": [[0.2185, 1.2943, 5.9068], [3.4733, -0.1955, 4.2182], [2.0620, 2.2989, 5.4609], [-0.9861, -0.1312, -6.3421], [4.4955, 1.1316, 4.3481], [-4.1938, -2.0066, -2.2002], [-3.1817, -5.7949, 3.1700], [6.2770, 1.6749, -1.0257], [4.1345, -1.3290, 3.4602], [7.8884, 1.5419, -4.6808], [-7.0946, -3.4205, 2.0771], [2.2111, 0.6244, 3.4281], [-2.3639, -1.7015, 1.2261], [-0.1353, 0.9318, -1.7629], [3.0925, -0.8692, 5.5292], [1.8419, 3.9807, 5.7948], [-9.7349, -1.0107, -2.5862], [-4.3707, -2.7147, 1.4691], [-1.2233, -4.9909, 2.3706], [-0.0857, -2.1222, -6.9266], [-6.0194, -0.8842, -2.9225], [-1.4163, -7.1937, 2.9401], [-1.0581, -0.3963, -3.3530], [9.3503, -0.0623, -5.3179], [4.7613, 3.3667, 3.9396], [7.3139, 0.1121, -6.3366], [-10.9282, -2.7250, -1.7154], [-3.0964, -2.2444, 3.3001], [-4.7562, -2.0930, -4.3910], [-8.8501, -3.0914, -2.5897], [-0.6461, -0.5945, -8.5297], [-1.2467, -0.9396, -1.1470], [-7.8271, -3.9652, 4.1472], [-9.1029, -4.4338, 2.3136], [4.0249, 2.1977, 3.4134], [-0.7732, -0.0717, -2.0670], [4.9926, 2.1331, -0.5513], [1.4419, 2.6796, 2.5036], [4.6375, 1.6086, 2.0150], [-0.7581, 4.1995, 1.9157], [-4.9411, -1.6821, -3.1110], [-0.5937, 4.0210, 0.3864], [8.1661, 0.5928, -5.3980], [5.2611, 5.7222, 2.9284], [6.9137, 2.6256, -1.9198], [-7.9520, -3.9080, 2.7994], [0.2182, 3.5560, 2.9669], [1.5686, 2.4739, 0.9629], [-2.0164, -5.9798, 2.8475], [6.7134, 5.6056, 3.6030], [5.0524, 2.7488, 0.9622], [-3.2236, -2.1894, 1.9503], [4.1659, 4.6784, 3.5555], [0.5960, 3.1119, -0.0825], [-9.8311, -2.1979, -2.3150], [2.4291, 2.0862, 3.6034], [-0.5983, -0.8988, -7.2093], [7.0485, 6.6694, 3.8828], [10.0106, 0.2656, -4.6318], [-11.0268, -3.6966, -1.4846], [5.2586, 5.5030, 1.7922], [-1.9734, -7.9554, 3.2909], [7.4909, 2.0155, -2.7018], [9.5976, -0.8436, -5.8973], [-1.2701, 4.5025, -0.4079], [6.1824, 3.2908, -2.5035], [-2.2535, -1.8621, 3.6981], [7.4362, 5.2592, 2.7742], [-8.5193, -4.3612, 4.7567], [7.5225, -0.6658, -6.9353], [-9.8193, -4.8385, 2.8885], [3.3259, 4.6286, 2.7866], [6.1427, 3.0175, 1.1642], [0.2385, -2.7675, -7.6237], [-4.5021, -2.6921, 0.4693], [-1.5783, -1.2114, -3.6204], [-0.2654, -5.1230, 2.1013], [-6.6454, -0.6062, -3.6572], [0.7974, 2.8939, -1.1931], [-5.3578, -1.8374, -5.1528], [4.7876, 6.7686, 3.0542], [4.5175, 2.9597, -1.1925], [-1.7708, -1.7652, -1.3747], [-0.7228, 0.2262, -4.0711], [-1.6324, -4.0739, 2.2869], [-5.0884, -3.1198, 2.0468], [-3.9647, -2.6882, -4.5722], [3.7904, 5.1899, 4.5249], [-0.4622, -7.3669, 2.6813], [-1.0207, 0.3063, -8.7796], [2.4130, 1.8390, 0.5430], [4.2854, 1.2167, -0.6083], [-11.6795, -2.0916, -1.4952], [-9.2327, -4.4096, 1.3156], [6.7525, 4.9316, 4.5216], [6.4230, 0.5729, -6.4263], [-6.1911, -0.5581, -1.9846], [-1.0565, -0.7335, -0.1795], [-0.0194, 3.7645, 4.0642], [-3.7877, -2.6401, 3.9105], [7.6502, 3.2489, -1.3013], [4.3199, 3.6186, 1.0393], [5.6205, 1.0911, 2.3390], [-8.0190, -2.7365, -3.0353], [-0.0330, -2.3846, -5.9554], [-0.3327, -1.2107, -9.2573], [3.9857, 0.7730, 1.5818], [0.8985, 4.0299, 6.1074], [4.9496, 3.2892, 4.9484], [-1.6247, 4.8618, 2.2698], [-8.9080, -4.0703, -2.3756], [-6.9849, -3.5845, 4.5468]],
  "lowdin_charge": [0.21, 0.78, 0.75, 0.02, -0.25, 0.02, 0.01, -0.23, -0.30, 0.01, 0.02, -0.26, 0.01, -0.01, -0.32, -0.37, 0.02, 0.18, 0.17, 0.15, 0.16, 0.14, 0.15, 0.15, 0.02, 0.15, 0.15, 0.16, 0.15, 0.16, 0.15, 0.16, 0.16, 0.15, -0.41, -0.68, -0.22, -0.11, -0.09, -0.07, -0.69, -0.05, -0.68, -0.23, -0.11, -0.67, -0.02, 0.02, -0.70, -0.12, -0.13, -0.70, -0.21, -0.04, -0.70, -0.49, -0.69, 0.07, 0.11, 0.09, 0.09, 0.10, 0.06, 0.09, 0.09, 0.10, 0.11, 0.08, 0.10, 0.09, 0.10, 0.12, 0.12, 0.09, 0.10, 0.08, 0.10, 0.10, 0.08, 0.10, 0.11, 0.12, 0.07, 0.07, 0.07, 0.05, 0.10, 0.12, 0.09, 0.11, 0.08, 0.13, 0.11, 0.10, 0.07, 0.11, 0.12, 0.08, 0.06, 0.10, 0.09, 0.09, 0.15, 0.08, 0.11, 0.09, 0.11, 0.04, 0.13, 0.08, 0.09, 0.11]
}